1.
DFT (the ωB97M-V functional and the def2-TZVPD basis) results for a 10-piece molecular cluster, C19H61N7O10 overall.

Last column: Mulliken charge in e.
CARTESIAN COORDINATES (ANGSTROEM)
C (11.57779, 15.18879, 10.41089)  -0.042
O (12.49941, 15.82142, 9.97363)  -0.654
N (10.48711, 15.76882, 10.92001)  0.225
N (11.64124, 13.88684, 10.23624)  0.491
H (9.94674, 15.18418, 11.54635)  -0.015
H (10.60746, 16.77670, 10.98767)  0.091
H (12.57553, 13.61178, 10.02098)  0.066
H (10.95905, 13.28839, 10.67814)  -0.265
C (12.27356, 18.99927, 11.90734)  0.696
O (11.07746, 18.63545, 11.69304)  -0.788
N (12.46502, 20.05951, 12.57496)  -0.435
N (13.17811, 18.31124, 11.34759)  0.008
H (11.61349, 20.33682, 13.03766)  0.276
H (13.34733, 20.30262, 12.96112)  0.197
H (14.16340, 18.44099, 11.39710)  0.127
H (12.92050, 17.46062, 10.82119)  -0.051
C (12.93717, 11.08273, 7.22266)  -0.283
O (11.90870, 10.99791, 6.23159)  -0.429
H (13.54771, 11.97135, 7.03298)  0.398
H (12.40844, 11.28237, 8.14166)  -0.215
H (13.56331, 10.21548, 7.23823)  0.303
H (12.34759, 10.91294, 5.39193)  0.243
C (8.27939, 17.19970, 12.91780)  -0.227
O (7.10084, 17.74195, 13.51701)  -0.577
H (8.16458, 16.11889, 12.78212)  0.036
H (8.44582, 17.63108, 11.91961)  0.189
H (9.11025, 17.51599, 13.52106)  0.222
H (6.33745, 17.64319, 12.93866)  0.296
C (9.60748, 14.14404, 7.34889)  -0.158
O (9.22818, 13.03365, 6.54747)  -0.609
H (9.43299, 13.89415, 8.39174)  0.020
H (10.62489, 14.42991, 7.15025)  0.129
H (8.97903, 14.95901, 6.97141)  0.298
H (9.92725, 12.46038, 6.20581)  0.284
C (11.75511, 18.06248, 7.24107)  -0.321
O (12.81560, 18.88657, 6.68613)  -0.571
H (11.95890, 17.10887, 6.76637)  0.090
H (11.76841, 18.14305, 8.30796)  0.105
H (10.78243, 18.40014, 6.92653)  0.437
H (12.70353, 19.81360, 6.93968)  0.284
C (7.68082, 13.40502, 11.49370)  -0.976
O (9.05459, 13.19983, 11.76144)  0.309
H (7.31410, 12.58096, 10.87038)  0.308
H (7.07119, 13.42706, 12.41944)  0.274
H (7.54749, 14.33595, 10.92827)  0.342
H (9.19162, 12.40815, 12.32564)  0.080
C (9.34876, 8.43720, 7.59718)  -1.434
C (10.61772, 8.36023, 8.42610)  0.457
C (10.74070, 9.46342, 9.47391)  0.338
O (11.90720, 9.10491, 10.22185)  -0.395
C (12.23942, 10.09691, 11.16205)  -0.298
N (10.63979, 7.02258, 8.93339)  -0.699
H (9.41401, 9.33528, 6.98034)  0.286
H (8.47133, 8.49226, 8.23890)  0.377
H (9.25014, 7.57730, 6.92107)  0.407
H (11.53631, 8.52177, 7.85694)  0.156
H (9.85085, 9.53831, 10.13335)  -0.134
H (10.87594, 10.44804, 9.01394)  -0.071
H (11.32207, 10.43088, 11.67882)  0.092
H (12.65970, 10.97742, 10.64438)  0.098
H (12.97265, 9.61785, 11.81660)  0.343
H (11.45428, 6.78156, 9.49525)  0.250
H (9.79051, 6.78834, 9.44409)  0.247
C (15.95399, 15.60300, 9.94231)  -1.381
C (15.68618, 16.62605, 8.83275)  0.748
C (16.99711, 17.24965, 8.23422)  -0.824
O (17.63970, 17.88630, 9.36178)  -0.284
C (18.95290, 18.49794, 9.07810)  -0.757
N (15.04436, 15.93838, 7.65678)  -0.805
H (16.69908, 14.87670, 9.59001)  0.363
H (15.09468, 15.01398, 10.19817)  0.216
H (16.35155, 16.11391, 10.80995)  0.322
H (15.05283, 17.47720, 9.02061)  0.214
H (16.70547, 18.00115, 7.49178)  0.386
H (17.62725, 16.45868, 7.81621)  0.396
H (19.29180, 18.84978, 10.03545)  0.226
H (18.86087, 19.27770, 8.32794)  0.295
H (19.62296, 17.75402, 8.64429)  0.305
H (14.12008, 15.57680, 7.94695)  0.236
H (14.79349, 16.71401, 7.03493)  0.314
C (12.02983, 12.93512, 13.92418)  -0.725
C (10.85500, 12.84419, 14.91645)  0.749
C (10.15165, 11.44673, 14.91650)  -1.069
O (9.60369, 11.11178, 13.57442)  -0.347
C (9.00006, 9.80840, 13.47882)  -0.919
N (11.33552, 12.98945, 16.26722)  -0.674
H (12.72252, 12.09552, 13.98834)  0.281
H (12.57476, 13.87502, 14.10190)  0.453
H (11.62513, 12.98472, 12.92094)  -0.175
H (10.12167, 13.63790, 14.66829)  0.064
H (9.39207, 11.32517, 15.68270)  0.413
H (10.98045, 10.76679, 15.15564)  0.370
H (8.64725, 9.67869, 12.44370)  0.249
H (8.13988, 9.89574, 14.14546)  0.368
H (9.68917, 9.01069, 13.73371)  0.292
H (12.10493, 13.63569, 16.35338)  0.231
H (10.61911, 13.25443, 16.92472)  0.241

Properties
SMILES ... COC[C@H](C)N.COC[C@H](C)N.COC[C@H](C)N.NC(N)=O.NC(N)=O.CO.CO.CO.CO.CO
Orbital gap ... 9.45 eV
Charge ... 0

---

2.
DFT (the ωB97M-V functional and the def2-TZVPD basis) results for a 11-piece molecular cluster, C19H63N17O11 overall.

Last column: Mulliken charge in e.
CARTESIAN COORDINATES (ANGSTROEM)
C (1.51628, 5.53265, -3.30833)  0.652
O (1.77212, 6.15107, -4.29447)  -0.638
N (1.25287, 5.99320, -2.14536)  -0.411
N (1.69691, 4.25702, -3.22515)  -0.335
H (1.05407, 5.43731, -1.32587)  0.176
H (1.12165, 6.99328, -2.19767)  0.223
H (1.79628, 3.95012, -2.26806)  0.125
H (1.53378, 3.59941, -3.97418)  0.211
C (-5.49044, -1.41510, -0.04685)  0.678
O (-6.15546, -0.87800, -0.95090)  -0.693
N (-4.20564, -1.59229, -0.16583)  -0.366
N (-6.02753, -1.60468, 1.14695)  -0.378
H (-3.66217, -1.26473, -0.95161)  0.226
H (-3.69418, -1.80230, 0.67939)  0.159
H (-7.02105, -1.46632, 1.26462)  0.210
H (-5.37605, -1.85704, 1.87632)  0.168
C (7.54168, 9.68369, 1.45297)  0.608
O (7.58978, 9.34093, 2.61245)  -0.606
N (7.83714, 10.88333, 0.93007)  -0.405
N (7.38749, 8.84615, 0.40702)  -0.450
H (8.08318, 10.96951, -0.04571)  0.206
H (7.83972, 11.62147, 1.61945)  0.216
H (7.07978, 9.37511, -0.39648)  0.196
H (6.98106, 7.92246, 0.36584)  0.235
C (10.79799, -0.72515, 0.16413)  0.671
O (10.83208, 0.24466, -0.59085)  -0.650
N (11.17133, -0.74849, 1.41721)  -0.400
N (10.42913, -1.93988, -0.20053)  -0.375
H (11.05072, -1.54865, 2.02160)  0.180
H (11.76410, 0.04687, 1.60731)  0.224
H (10.29419, -2.63737, 0.51738)  0.145
H (10.33262, -2.22223, -1.16545)  0.204
C (-3.83326, 1.34573, 7.58695)  0.637
O (-4.51642, 0.54387, 7.05526)  -0.648
N (-4.01489, 1.70718, 8.77105)  -0.386
N (-2.94674, 2.03147, 6.96020)  -0.409
H (-4.80747, 1.19803, 9.13531)  0.230
H (-3.53833, 2.43284, 9.28720)  0.177
H (-2.61810, 2.92414, 7.29968)  0.178
H (-2.81305, 1.87641, 5.97117)  0.221
C (-3.06859, 1.78352, -6.40344)  0.665
O (-2.38613, 0.99622, -5.75707)  -0.666
N (-4.30566, 2.11265, -6.20903)  -0.362
N (-2.57861, 2.38213, -7.50076)  -0.407
H (-4.83139, 1.69552, -5.45424)  0.223
H (-4.75095, 2.82418, -6.77077)  0.166
H (-3.17310, 2.91973, -8.11529)  0.164
H (-1.60603, 2.18072, -7.68416)  0.215
C (5.17504, 8.41067, 8.94317)  0.598
O (4.60394, 8.14818, 9.95847)  -0.623
N (6.49118, 8.48961, 8.80026)  -0.405
N (4.49879, 8.79614, 7.89015)  -0.409
H (6.91560, 8.12082, 9.63929)  0.230
H (6.91830, 8.85395, 7.96065)  0.193
H (3.54355, 8.53735, 7.68860)  0.245
H (5.09341, 8.80036, 7.07374)  0.172
C (-6.89248, -6.96551, 4.76464)  -1.276
C (-5.76119, -7.98653, 4.49098)  0.306
C (-5.48671, -8.38699, 3.00715)  -0.730
O (-5.14029, -7.15360, 2.32471)  -0.279
C (-5.22448, -7.22631, 0.93091)  -0.833
N (-4.57851, -7.36630, 5.09028)  -0.818
H (-7.09381, -6.95552, 5.83584)  0.364
H (-7.84283, -7.08225, 4.24379)  0.329
H (-6.60363, -5.92216, 4.63783)  0.288
H (-5.91059, -8.90998, 5.05047)  0.410
H (-6.39453, -8.88269, 2.66331)  0.354
H (-4.66604, -9.10229, 2.95278)  0.389
H (-4.48063, -6.59338, 0.44697)  0.245
H (-6.22978, -6.93192, 0.62962)  0.293
H (-4.98539, -8.19979, 0.50281)  0.341
H (-4.35595, -6.64222, 4.42225)  0.336
H (-3.88856, -8.04720, 4.80667)  0.276
C (2.38783, -1.24639, 0.81620)  -1.467
C (2.19801, -0.53002, 2.20230)  0.636
C (2.05852, 1.01916, 2.13600)  -0.796
O (3.11011, 1.58106, 1.47096)  -0.370
C (4.17442, 1.97718, 2.31473)  -0.837
N (0.84945, -1.01593, 2.66664)  -0.728
H (1.69007, -1.00364, 0.01476)  0.336
H (2.53557, -2.32418, 0.88440)  0.432
H (3.34254, -0.92140, 0.40265)  0.354
H (2.97579, -0.91265, 2.86315)  0.212
H (1.94606, 1.56789, 3.07106)  0.396
H (1.15205, 1.37330, 1.64508)  0.349
H (4.13119, 2.94611, 2.81214)  0.313
H (5.12309, 1.76715, 1.82078)  0.327
H (4.18229, 1.31052, 3.17706)  0.332
H (0.91369, -1.04816, 3.67408)  0.246
H (0.87223, -2.00301, 2.45390)  0.264
C (-6.20570, -3.94961, -10.03301)  -1.298
C (-5.35561, -5.09725, -9.35568)  0.364
C (-4.13117, -4.58020, -8.68540)  -0.668
O (-3.24297, -5.53253, -8.07835)  -0.346
C (-2.09911, -5.01610, -7.26477)  -0.741
N (-6.15388, -5.88618, -8.44222)  -0.741
H (-6.21493, -3.17009, -9.27120)  0.310
H (-7.21176, -4.19496, -10.37322)  0.372
H (-5.60766, -3.67728, -10.90266)  0.324
H (-5.06837, -5.85861, -10.08088)  0.349
H (-4.47171, -3.98230, -7.84003)  0.297
H (-3.41441, -4.04655, -9.30957)  0.352
H (-1.34510, -4.51189, -7.86922)  0.294
H (-1.51770, -5.78058, -6.74938)  0.272
H (-2.47635, -4.44009, -6.41979)  0.307
H (-6.33110, -5.37085, -7.59185)  0.258
H (-5.54536, -6.61229, -8.09213)  0.295
O (7.52505, 3.05211, -4.02985)  -0.645
H (8.15922, 3.65977, -4.41038)  0.318
H (8.02658, 2.55571, -3.38310)  0.327

Properties
SMILES ... COC[C@H](C)N.COC[C@H](C)N.COC[C@H](C)N.NC(N)=O.NC(N)=O.NC(N)=O.NC(N)=O.NC(N)=O.NC(N)=O.NC(N)=O.O
Orbital gap ... 9.53 eV
Charge ... 0

---

Let's list max |F| in order: 0.1300, 0.1519 hartree/bohr.
Let's list E_LUMO in order: 0.50, 0.25 eV.